Record 1
A molecular structure, C16H26AuN2O4S, computed with ωB97M-V with the def2-TZVPD basis set.

Positions of all 50 atoms, in Å:
H: -9.20 -0.61 -1.15
C: -6.51 0.53 -1.00
C: 0.42 -0.42 4.44
H: 2.45 6.11 0.11
C: -3.07 -2.15 0.84
C: 3.76 4.22 -1.17
H: -8.00 -0.74 1.84
H: -3.76 -2.66 1.51
H: 2.72 -1.44 4.61
H: 3.90 3.47 -1.94
C: 2.80 -0.70 3.81
H: 3.05 0.81 1.58
C: 1.78 3.04 -0.39
H: 1.47 5.90 -1.36
H: -9.65 0.23 0.34
H: -4.40 0.70 -1.32
H: 0.86 5.34 0.22
N: 2.39 4.17 -0.63
H: 4.49 4.09 -0.37
C: -7.56 0.12 -0.11
H: -0.44 0.18 4.17
H: 2.71 -0.83 1.02
H: 3.90 5.19 -1.62
Au: -0.71 1.50 0.20
H: -6.79 0.94 -1.97
C: -5.20 0.40 -0.65
S: -3.20 -0.38 1.11
O: -2.38 0.24 -0.02
C: 1.74 5.47 -0.40
H: -2.04 -2.42 1.10
C: -4.90 -0.17 0.60
C: 1.15 0.05 2.18
H: 3.32 0.18 4.19
O: 0.58 3.04 0.05
H: 3.36 -1.15 3.00
H: -9.13 1.13 -1.14
H: 2.55 1.56 -1.72
H: -5.63 -0.98 2.48
N: 1.44 -0.34 3.40
H: 0.85 -0.03 5.36
O: 1.80 0.64 -0.07
C: -7.21 -0.44 1.16
H: -3.28 -2.37 -0.21
H: 0.12 -1.46 4.60
C: -5.90 -0.58 1.51
C: -8.96 0.26 -0.50
O: -0.07 0.28 1.86
C: 2.50 1.72 -0.64
C: 2.27 0.17 1.17
H: 3.53 1.78 -0.27

Results
LUMO (spin up / spin down)   -9.0 / -12.7 eV
Multiplicity   3
<S²>   2.02
Net charge   +3

Atomic partial charges in e from the natural (NBO) method, atoms 1 to 5: 0.33 -0.13 -0.42 0.24 -0.79



Record 2
A molecular structure, C4H7NO at a distorted geometry, computed with ωB97M-V with the def2-TZVPD basis set.

Positions of all 13 atoms, in Å:
O: -1.31 -1.20 0.70
H: -1.22 -1.77 1.48
H: -0.05 -0.05 1.80
H: -0.24 -1.26 -1.73
N: 0.68 2.23 1.07
C: -0.62 0.02 0.89
H: 1.27 -1.39 -0.82
C: 0.97 1.47 0.22
H: -0.77 1.40 1.26
H: -0.56 1.06 -0.97
H: 1.14 -0.24 -2.17
C: 0.11 0.41 -0.40
C: 0.61 -0.69 -1.33

Results
ΔE to the lowest compared entry with this formula, charge and spin   101.2 kcal per mole
LUMO   0.3 eV

Atomic partial charges in e from the natural (NBO) method, atoms 1 to 5: -0.71 0.48 0.18 0.24 -0.36



Record 3
2 unconnected molecules or ions with the total composition C2H7NO, computed with ωB97M-V with the def2-TZVPD basis set.

Positions of all 11 atoms, in Å:
O: -1.25 -0.28 -1.06
C: 2.20 -1.64 1.10
H: 0.61 1.09 -0.14
H: 2.87 -2.34 0.60
H: -0.36 2.38 0.38
N: -0.31 1.42 0.09
H: 1.23 -2.10 1.21
H: 2.61 -1.43 2.09
H: 2.16 -0.70 0.57
C: -1.36 0.76 -0.47
H: -2.31 1.28 -0.25

Results
ΔE to the lowest compared entry with this formula, charge and spin   0.1 kcal per mole
LUMO   0.9 eV
SMILES   NC=O.C

Atomic partial charges in e from the natural (NBO) method, atoms 1 to 5: -0.59 -0.84 0.39 0.21 0.39



Record 4
A single C6H10O2 molecule at a distorted geometry, computed with ωB97M-V with the def2-TZVPD basis set.

Positions of all 18 atoms, in Å:
H: 1.96 -1.50 0.13
C: -0.36 2.04 1.67
H: 0.01 3.07 1.77
H: -0.33 -2.25 -2.22
O: 0.18 -1.82 -1.54
H: 0.00 1.44 2.53
H: -0.53 1.33 -1.78
O: -1.30 -1.45 0.03
H: -1.47 2.01 1.75
H: 0.95 -0.99 1.53
C: 1.06 -0.91 0.44
C: 1.26 0.56 0.12
C: -0.13 -1.51 -0.29
C: -0.72 1.63 -0.74
H: 2.11 0.96 0.69
H: -1.69 2.15 -0.73
C: 0.03 1.44 0.34
H: 1.49 0.68 -0.94

Results
ΔE to the lowest compared entry with this formula, charge and spin   16.9 kcal per mole
LUMO   0.7 eV
SMILES   C=C(C)CCC(=O)O

Atomic partial charges in e from the natural (NBO) method, atoms 1 to 5: 0.23 -0.65 0.22 0.52 -0.73



Record 5
2 unconnected molecules or ions with the total composition C2H6N3O2 at a distorted geometry, computed with ωB97M-V with the def2-TZVPD basis set.

Positions of all 13 atoms, in Å:
O: -0.95 0.03 2.66
H: 1.70 -0.29 -0.18
C: -0.07 0.28 -1.85
H: 0.72 0.90 -2.42
H: 0.21 -0.81 -1.78
C: 1.11 0.63 0.16
H: 1.06 0.34 1.24
N: -0.15 0.77 -0.52
N: -1.39 -0.85 1.93
H: 1.77 1.55 0.26
N: -1.20 -1.09 0.71
O: -1.93 -1.89 2.36
H: -0.88 0.43 -2.57

Results
ΔE to the lowest compared entry with this formula, charge and spin   207.1 kcal per mole
LUMO (spin up / spin down)   4.0 / 4.1 eV
Net charge   -1

Atomic partial charges in e from the natural (NBO) method, atoms 1 to 5: -0.55 0.15 -0.46 0.16 0.19



Record 6
A molecular structure, C23H47As3FP2Ru at a distorted geometry, computed with ωB97M-V with the def2-TZVPD basis set.

Positions of all 77 atoms, in Å:
H: -2.31 5.01 -1.10
H: 2.77 2.94 1.03
H: -1.89 -3.51 0.23
C: 3.77 1.01 -0.35
C: -2.36 1.04 -0.11
H: 0.33 5.13 -1.21
C: 1.18 2.65 -1.97
H: -4.43 4.16 -0.98
H: -2.71 1.18 2.05
C: 3.03 -1.63 0.51
P: -2.54 2.90 -0.24
H: 3.90 -4.12 0.26
C: -2.00 -2.43 0.13
H: 1.07 -5.09 -3.48
H: 1.88 -2.46 2.85
C: 2.24 -3.27 2.22
C: -4.72 -0.47 -0.07
C: 2.77 -2.38 -2.72
C: 2.19 -2.91 0.73
H: 2.12 -0.24 2.87
C: 2.23 0.65 2.25
H: -0.46 5.07 0.36
H: 1.86 4.41 1.32
C: -4.07 -0.26 -1.29
H: 2.40 -5.01 0.26
C: 2.17 3.70 0.55
H: 3.19 1.13 2.49
C: -0.29 4.51 -0.56
H: 1.81 1.77 -2.02
H: 4.03 0.56 -1.31
H: 0.72 -2.47 -0.79
H: 2.43 -2.47 -3.75
H: -2.43 0.65 -2.27
C: -2.92 0.48 -1.31
H: -2.78 4.77 1.21
H: 1.71 3.49 -2.42
H: 0.34 -4.03 -2.26
F: -5.85 -1.14 -0.07
H: 3.75 -1.90 -2.73
Ru: -0.20 0.96 0.42
C: -4.22 0.01 1.14
H: -1.93 -2.01 3.11
P: 0.68 3.01 -0.24
H: -4.19 2.73 -2.00
H: 3.26 -3.50 2.52
H: -4.50 -0.68 -2.19
H: -4.75 -0.21 2.05
H: 3.64 -1.73 -0.38
H: 3.72 -1.47 1.35
H: 1.63 -4.15 2.42
H: 2.06 -1.74 -2.18
C: -3.07 0.77 1.11
H: -2.96 -2.14 0.55
As: 2.94 -4.23 -2.04
C: 2.86 -4.06 -0.05
H: -4.93 2.56 -0.39
H: 0.29 2.45 -2.57
As: -0.54 -1.57 1.08
H: -0.23 -1.91 3.60
C: 0.75 -2.78 0.25
H: 1.43 1.35 2.51
H: -3.61 3.35 1.88
As: 2.18 0.11 0.34
H: -1.55 3.89 -2.24
H: 3.63 2.07 -0.49
C: 1.10 -4.79 -2.43
C: -4.18 3.10 -0.98
H: 0.86 -5.67 -1.83
C: -0.92 -2.29 2.84
C: -1.62 4.16 -1.18
H: -0.84 -3.37 2.78
H: -1.97 -2.16 -0.93
H: 0.29 -3.77 0.30
H: 4.58 0.83 0.36
C: -2.71 3.69 1.38
H: 2.77 4.24 -0.19
H: -1.85 3.50 2.02

Results
ΔE to the lowest compared entry with this formula, charge and spin   23.3 kcal per mole
LUMO (spin up / spin down)   -6.8 / -6.7 eV
Multiplicity   2
<S²>   0.76
Net charge   +2

Atomic partial charges in e from the Mulliken method, atoms 1 to 5: 0.63 0.26 0.65 -1.36 1.45



Record 7
A single C8H7ClN6 molecule at a distorted geometry, computed with ωB97M-V with the def2-TZVPD basis set.

Positions of all 22 atoms, in Å:
H: 0.50 2.09 -0.47
H: 0.77 -2.49 0.18
C: 2.41 -2.01 -0.75
Cl: -4.82 1.76 1.58
C: -2.20 0.88 0.95
N: 2.36 -5.33 0.42
C: -0.92 0.91 0.50
N: 1.12 -1.71 -0.38
C: -1.36 3.29 -0.18
N: 3.14 -3.08 -0.31
H: 2.40 -0.40 -1.64
C: -2.74 3.11 0.28
C: -3.09 1.97 0.92
N: -0.21 -0.21 0.55
C: -0.55 2.15 -0.07
H: -2.56 -0.03 1.44
H: -3.42 3.90 0.06
N: 3.01 -1.17 -1.45
N: 0.60 -0.45 -0.40
C: 2.58 -4.30 0.02
H: -1.07 4.23 -0.62
H: 4.06 -3.10 -0.67

Results
LUMO   -0.9 eV
SMILES   [H]/N=C(/NC#N)N/N=N/c1cccc(Cl)c1

Atomic partial charges in e from the natural (NBO) method, atoms 1 to 5: 0.22 0.38 0.55 -0.05 -0.19



Record 8
A molecular structure, C47H49BClN5O7W at a distorted geometry, computed with ωB97M-V with the def2-TZVPD basis set.

Positions of all 111 atoms, in Å:
C: 1.12 0.28 0.47
H: 6.71 -2.25 1.70
C: 4.93 0.36 0.36
H: 4.35 -2.98 2.07
C: 4.74 -2.93 5.53
C: 0.23 -4.18 -1.15
C: 0.01 1.08 0.86
B: 0.93 -0.44 -0.85
C: 0.73 -3.02 1.33
C: 1.05 -0.68 -3.09
C: 2.47 0.82 0.67
H: 3.29 0.03 -6.65
N: 0.88 -0.66 3.45
O: -2.13 0.64 6.41
H: -7.44 6.34 -1.14
C: -3.53 6.07 -1.32
C: -3.87 5.55 -2.71
C: 2.93 -1.75 4.56
C: -3.89 -3.85 2.25
H: 2.68 -0.63 -4.42
H: 0.32 -1.37 -8.65
H: 7.02 0.22 0.50
H: 0.18 -2.34 -7.29
H: -1.39 0.01 -5.87
H: -4.52 3.41 -2.58
C: 1.56 -0.60 -4.36
C: -6.09 4.84 -1.80
C: -0.31 -0.63 -2.77
H: -7.10 6.55 -2.89
O: -1.30 1.91 4.24
C: -1.48 -0.52 6.38
H: -0.78 -4.70 3.26
C: 1.49 2.80 1.72
Cl: 0.75 -3.04 6.56
C: 3.49 -2.98 5.02
N: 1.46 -1.63 4.35
H: 0.08 -4.48 -2.21
H: -0.68 2.85 1.94
H: -2.22 -5.71 3.53
H: -5.38 4.53 -3.73
H: -2.93 5.13 -3.12
H: 2.82 -3.82 5.08
C: 2.59 2.04 1.29
H: -5.48 8.03 -2.33
C: 3.64 -0.06 0.64
H: 1.28 1.80 -6.69
C: 0.59 -1.79 5.43
O: -0.42 -0.61 -1.34
C: 4.64 -2.04 1.64
H: -1.87 -3.82 -0.77
H: -6.91 4.13 -1.94
N: -2.48 -4.01 2.12
H: -0.12 1.39 -7.53
C: 0.17 2.29 1.56
C: -1.36 0.80 3.65
H: 3.42 0.28 3.92
H: -4.14 -3.25 3.16
H: -2.30 -0.24 -3.52
H: 2.31 -4.99 -1.07
C: -0.85 -3.72 -0.39
H: 5.27 -3.84 5.88
C: -4.92 4.45 -2.73
C: 0.95 1.07 -7.44
H: 2.91 -1.71 -6.58
C: -1.75 -2.78 1.87
H: 6.51 -1.70 6.08
H: 4.91 1.37 0.01
H: -5.78 4.76 -0.68
C: -0.40 -0.80 5.36
C: -0.32 -0.23 4.11
C: 2.57 -0.79 -7.02
O: 1.85 -0.53 -1.95
C: 6.06 -0.24 0.74
W: 1.56 -1.40 1.83
H: -2.37 -1.97 1.56
H: -0.90 -0.99 -7.42
H: -1.79 1.38 5.72
C: -0.65 -3.13 0.91
H: -4.38 -4.85 2.32
H: -6.18 8.12 -0.77
H: -1.22 -5.74 1.99
N: 3.53 -1.30 1.22
H: 2.65 -4.16 1.24
H: -4.20 -3.33 1.35
C: -5.67 7.41 -1.46
C: 1.10 -0.42 -6.84
C: -1.22 -0.34 -3.75
O: -2.54 5.70 -0.69
C: 1.46 -4.41 -0.55
C: -1.71 -5.07 2.76
C: -6.65 6.28 -1.86
H: -1.27 -2.33 2.84
C: 1.71 -3.91 0.73
C: 5.88 -1.51 1.41
H: 1.69 3.79 2.15
C: 0.64 -0.40 -5.39
N: -4.51 6.93 -0.78
H: -4.25 7.32 0.07
H: -1.05 0.92 0.64
H: -4.16 6.40 -3.38
O: -2.22 0.30 2.86
C: 4.95 -0.59 5.17
H: 1.43 1.07 -8.40
H: 5.57 0.33 5.31
O: -1.65 -1.45 7.20
C: -0.72 -0.23 -5.06
C: 5.46 -1.76 5.66
C: 0.08 -1.27 -7.59
H: 3.54 2.54 1.47
C: 3.69 -0.59 4.55
H: 2.62 -0.81 -8.15

Results
ΔE to the lowest compared entry with this formula, charge and spin   128.4 kcal per mole
LUMO (spin up / spin down)   -0.8 / -1.0 eV
Multiplicity   3
<S²>   2.07

Atomic partial charges in e from the Mulliken method, atoms 1 to 5: 1.26 0.32 -1.19 0.39 -0.96



Record 9
A molecular structure, C30H31CoN6O6S2 at a distorted geometry, computed with ωB97M-V with the def2-TZVPD basis set.

Positions of all 76 atoms, in Å:
C: 2.71 0.38 0.00
C: 5.58 3.24 4.05
H: 5.88 3.20 5.10
H: 0.76 -4.85 1.75
H: 3.95 -5.73 -0.50
H: 0.31 -7.24 1.54
H: 4.61 1.00 -0.76
H: 6.23 2.56 3.50
O: -0.74 2.46 2.34
C: -0.53 -2.23 2.36
H: 4.26 -3.03 0.70
H: 1.64 -6.50 -1.15
C: 3.54 1.93 4.76
H: 5.76 4.25 3.67
N: 0.01 0.10 2.50
S: -0.16 1.52 3.26
H: -1.05 -6.29 0.94
N: 1.94 -4.59 -1.95
N: 1.97 -0.61 0.53
O: 1.19 6.09 -1.53
C: 2.52 -1.80 0.77
H: 1.76 0.85 5.30
C: 0.14 3.65 -0.65
O: -0.51 -1.89 1.09
H: -0.92 -1.01 4.06
Co: 0.06 -0.20 0.66
H: 0.03 -7.09 -0.20
C: 1.94 1.62 -0.26
C: 3.36 3.39 2.87
O: 3.20 5.51 -0.62
C: 1.51 3.91 -0.73
C: -0.15 -1.12 3.30
C: 2.29 -6.01 -1.85
C: 0.85 -5.31 0.76
C: 4.13 2.85 3.89
N: 0.41 -4.30 -0.20
C: -0.01 -6.56 0.75
S: 0.50 -2.40 -2.02
C: 3.85 -2.05 0.50
C: 2.03 5.34 -1.00
H: 1.91 -5.53 0.60
H: -0.54 4.46 -0.83
H: -0.26 -3.62 0.17
C: 4.62 -1.04 -0.05
C: -0.27 2.37 -0.33
H: 2.29 -4.10 -2.76
C: -2.83 -0.05 0.48
H: 3.79 4.14 2.20
O: -0.79 -3.36 2.73
C: 2.42 2.88 -0.52
H: 3.98 -7.27 -1.37
C: 2.22 1.55 4.61
H: 2.10 -6.46 -2.83
H: -2.77 -1.09 0.77
N: -1.67 0.55 0.24
H: -4.96 0.11 0.56
H: 0.78 -1.41 3.80
H: 1.86 -2.55 1.17
C: 3.75 -6.20 -1.46
H: 4.42 -5.77 -2.20
H: -4.93 2.51 -0.12
C: 2.04 3.02 2.70
C: 1.48 2.09 3.56
C: -4.01 1.95 -0.02
C: -2.80 2.58 -0.28
H: 5.66 -1.21 -0.29
H: 1.43 3.47 1.93
N: 0.63 1.40 -0.16
C: -1.64 1.85 -0.12
H: 4.12 1.53 5.58
C: 4.04 0.20 -0.31
C: 0.98 -3.88 -1.33
H: -2.75 3.62 -0.57
C: -4.03 0.62 0.36
O: -0.78 1.26 4.52
H: 3.48 3.12 -0.54

Results
ΔE to the lowest compared entry with this formula, charge and spin   18.4 kcal per mole
LUMO (spin up / spin down)   -2.0 / -2.0 eV

Atomic partial charges in e from the Mulliken method, atoms 1 to 5: 0.03 -1.52 0.40 0.46 0.16



Record 10
A molecular structure, C2H3NOS2 at a distorted geometry, computed with ωB97M-V with the def2-TZVPD basis set.

Positions of all 9 atoms, in Å:
H: 0.68 -1.94 0.16
H: -1.48 0.76 2.63
N: -0.89 -0.74 0.87
O: 1.22 1.04 -0.70
S: 1.00 -0.59 -2.66
S: -1.70 0.87 0.87
H: 0.32 1.54 -0.12
C: 0.74 -0.05 -1.08
C: 0.10 -0.89 0.04

Results
ΔE to the lowest compared entry with this formula, charge and spin   105.3 kcal per mole
LUMO   -1.1 eV

Atomic partial charges in e from the natural (NBO) method, atoms 1 to 5: 0.23 0.20 -0.51 -0.65 -0.07



Record 11
A molecular structure, C6H22BClCoO6 at a distorted geometry, computed with ωB97M-V with the def2-TZVPD basis set.

Positions of all 37 atoms, in Å:
O: -4.00 -0.72 2.29
B: -3.91 -0.59 -3.38
H: 1.45 0.98 -6.37
H: -4.65 -0.51 -4.17
H: -4.29 0.18 4.03
C: -4.75 0.25 3.04
H: -3.68 0.32 -2.86
H: 3.90 0.29 -5.38
C: 2.90 1.07 -3.77
O: 1.57 1.36 -3.30
H: 6.17 -0.10 3.95
H: 5.00 -2.08 4.45
H: 2.64 0.38 3.18
H: 3.38 2.05 -3.70
H: 4.77 -1.72 2.71
C: 2.85 0.44 -5.14
O: 2.31 1.33 -6.12
O: -3.31 1.84 1.93
H: 2.40 -0.55 -5.11
H: -2.97 -0.94 -3.78
C: 3.08 -1.20 3.96
H: -5.37 1.72 1.59
H: 3.44 0.41 -3.10
H: -3.02 2.73 2.12
H: -3.95 -1.57 2.73
H: 2.62 -2.17 4.16
C: 4.58 -1.38 3.73
O: 2.37 -0.52 2.98
Co: -1.44 -0.81 -0.61
O: 5.23 -0.04 3.79
H: 1.22 2.15 -3.72
C: -4.65 1.62 2.40
H: -4.27 -1.29 -2.64
Cl: 0.22 -4.60 -1.05
H: -4.97 2.36 3.14
H: 2.92 -0.64 4.88
H: -5.78 -0.07 3.15

Results
ΔE to the lowest compared entry with this formula, charge and spin   196.3 kcal per mole
LUMO (spin up / spin down)   -2.6 / -4.8 eV
Multiplicity   4
<S²>   3.76

Atomic partial charges in e from the natural (NBO) method, atoms 1 to 5: -0.74 -0.87 0.48 0.03 0.16



Please write out number 9 again, unchanged.
A molecular structure, C30H31CoN6O6S2 at a distorted geometry, computed with ωB97M-V with the def2-TZVPD basis set.

Positions of all 76 atoms, in Å:
C: 2.71 0.38 0.00
C: 5.58 3.24 4.05
H: 5.88 3.20 5.10
H: 0.76 -4.85 1.75
H: 3.95 -5.73 -0.50
H: 0.31 -7.24 1.54
H: 4.61 1.00 -0.76
H: 6.23 2.56 3.50
O: -0.74 2.46 2.34
C: -0.53 -2.23 2.36
H: 4.26 -3.03 0.70
H: 1.64 -6.50 -1.15
C: 3.54 1.93 4.76
H: 5.76 4.25 3.67
N: 0.01 0.10 2.50
S: -0.16 1.52 3.26
H: -1.05 -6.29 0.94
N: 1.94 -4.59 -1.95
N: 1.97 -0.61 0.53
O: 1.19 6.09 -1.53
C: 2.52 -1.80 0.77
H: 1.76 0.85 5.30
C: 0.14 3.65 -0.65
O: -0.51 -1.89 1.09
H: -0.92 -1.01 4.06
Co: 0.06 -0.20 0.66
H: 0.03 -7.09 -0.20
C: 1.94 1.62 -0.26
C: 3.36 3.39 2.87
O: 3.20 5.51 -0.62
C: 1.51 3.91 -0.73
C: -0.15 -1.12 3.30
C: 2.29 -6.01 -1.85
C: 0.85 -5.31 0.76
C: 4.13 2.85 3.89
N: 0.41 -4.30 -0.20
C: -0.01 -6.56 0.75
S: 0.50 -2.40 -2.02
C: 3.85 -2.05 0.50
C: 2.03 5.34 -1.00
H: 1.91 -5.53 0.60
H: -0.54 4.46 -0.83
H: -0.26 -3.62 0.17
C: 4.62 -1.04 -0.05
C: -0.27 2.37 -0.33
H: 2.29 -4.10 -2.76
C: -2.83 -0.05 0.48
H: 3.79 4.14 2.20
O: -0.79 -3.36 2.73
C: 2.42 2.88 -0.52
H: 3.98 -7.27 -1.37
C: 2.22 1.55 4.61
H: 2.10 -6.46 -2.83
H: -2.77 -1.09 0.77
N: -1.67 0.55 0.24
H: -4.96 0.11 0.56
H: 0.78 -1.41 3.80
H: 1.86 -2.55 1.17
C: 3.75 -6.20 -1.46
H: 4.42 -5.77 -2.20
H: -4.93 2.51 -0.12
C: 2.04 3.02 2.70
C: 1.48 2.09 3.56
C: -4.01 1.95 -0.02
C: -2.80 2.58 -0.28
H: 5.66 -1.21 -0.29
H: 1.43 3.47 1.93
N: 0.63 1.40 -0.16
C: -1.64 1.85 -0.12
H: 4.12 1.53 5.58
C: 4.04 0.20 -0.31
C: 0.98 -3.88 -1.33
H: -2.75 3.62 -0.57
C: -4.03 0.62 0.36
O: -0.78 1.26 4.52
H: 3.48 3.12 -0.54

Results
ΔE to the lowest compared entry with this formula, charge and spin   18.4 kcal per mole
LUMO (spin up / spin down)   -2.0 / -2.0 eV

Atomic partial charges in e from the Mulliken method, atoms 1 to 5: 0.03 -1.52 0.40 0.46 0.16